No. 1
Below is 2 unconnected molecules or ions with the total composition C4H10O2, with properties calculated with the ωB97M-V functional and the def2-TZVPD basis.

Cartesian coordinates (Å):
C: -2.4376 -0.3272 -0.4757
C: -1.0765 -0.9206 -0.2442
C: 0.0077 -0.5701 -0.9204
C: 1.1202 -1.5384 -1.2464
O: 2.4208 -1.0325 -0.9528
H: -2.9942 -0.9733 -1.1516
H: -2.2485 0.6056 -1.0045
H: -2.9748 -0.2613 0.4579
H: -1.0084 -1.7826 0.4018
H: 0.0195 0.3556 -1.4943
H: 0.9235 -2.4415 -0.6714
H: 1.0599 -1.5919 -2.3262
H: 2.7212 -1.3929 -0.1169
O: 1.4300 3.8284 3.6337
H: 0.9040 4.4370 3.0999
H: 2.1332 3.6059 3.0110

Its LUMO energy is 0.0298 Eh. As for the energy: -8403.75398 eV. For the HOMO energy, the calculation gives -9.3 eV. Its net charge is 0. The calculation puts the HOMO-LUMO gap at 10.15 eV. For the relative energy (zero: lowest compared OMol25 entry of this formula, charge and spin), the calculation gives 41.3 kcal/mol.



No. 2
Below is 2 unconnected molecules or ions with the total composition C5H15NO, with properties calculated with the ωB97M-V functional and the def2-TZVPD basis.

Cartesian coordinates (Å):
C: -0.5597 -1.3070 -0.9677
C: -0.7756 -0.1455 0.0073
C: 0.4634 0.8064 0.2044
C: 0.3347 1.8194 1.3748
C: -1.1388 2.5533 1.4481
N: -1.4068 -0.7090 1.2643
H: -0.2333 -0.9714 -1.9428
H: -1.4129 -2.0918 -0.8949
H: 0.2227 -2.0003 -0.6359
H: -1.6522 0.4233 -0.3889
H: 0.5718 1.4389 -0.7680
H: 1.3331 0.1769 0.2455
H: 1.1359 2.4967 1.2518
H: 0.3444 1.2617 2.2630
H: -1.8048 1.7330 1.1086
H: -1.1847 3.1418 0.5365
H: -1.5170 2.9825 2.3778
H: -1.8324 0.0760 1.7618
H: -2.1312 -1.3639 1.0626
H: 3.3024 -3.1972 -3.6368
H: 4.0709 -4.0227 -2.8231
O: 3.8702 -3.1011 -2.8483

Its LUMO energy (spin up / spin down) is 0.1143 / 0.1100 Eh. As for the energy: -8963.28200 eV. As for the spin multiplicity: 2. For the HOMO energy (spin up / spin down), the calculation gives 1.3 / -6.5 eV. Its net charge is -1. The calculation puts the HOMO-LUMO gap (spin up / spin down) at 1.81 / 9.45 eV. For the relative energy (zero: lowest compared OMol25 entry of this formula, charge and spin), the calculation gives 36.8 kcal/mol.



No. 3
Below is a molecular structure, C5H10N2S, with properties calculated with the ωB97M-V functional and the def2-TZVPD basis.

Cartesian coordinates (Å):
C: 0.8401 -2.1371 -1.1375
C: -0.8596 -0.5227 0.0800
C: -0.2378 0.9110 0.2050
C: 0.1181 1.1162 1.7450
C: 0.8664 0.3241 -0.6043
H: 0.5492 -3.0259 -0.5075
H: 1.9753 -1.9708 -1.2154
H: 0.1603 -2.0423 -2.1360
H: -1.0915 -1.0244 1.0380
H: -1.5666 -0.6804 -0.6516
H: 0.5978 0.1378 2.0182
H: 0.8726 2.0039 2.0416
H: -0.6860 1.5162 2.4785
H: -1.3385 1.6878 -1.2565
H: -1.9640 1.8937 0.1178
N: 0.4730 -0.9246 -0.4393
N: -0.9974 1.9365 -0.3805
S: 2.2888 0.8008 -1.3954

Its LUMO energy is 0.0166 Eh. As for the energy: -19160.24243 eV. For the HOMO energy, the calculation gives -8.2 eV. Its net charge is 0. The calculation puts the HOMO-LUMO gap at 8.62 eV. For the relative energy (zero: lowest compared OMol25 entry of this formula, charge and spin), the calculation gives 61.4 kcal/mol.



No. 4
Below is a molecular structure, C21H19CrN2O2, with properties calculated with the ωB97M-V functional and the def2-TZVPD basis.

Cartesian coordinates (Å):
Cr: -0.0991 0.0507 -0.0349
O: -0.1264 0.6843 -1.9407
C: 0.5131 0.2652 -2.9560
C: 0.3574 0.9199 -4.2177
C: 1.0381 0.5093 -5.3283
C: 1.9311 -0.5832 -5.2877
C: 2.0987 -1.2371 -4.0944
C: 1.4137 -0.8509 -2.9279
C: 1.6693 -1.5970 -1.7236
N: 1.1458 -1.3976 -0.5762
C: 1.5892 -2.2906 0.5136
C: 1.0101 -1.8367 1.8634
N: 0.5531 -0.4447 1.7870
C: 0.5637 0.2601 2.8496
C: 0.0919 1.6172 2.9814
C: 0.1468 2.1953 4.2622
C: -0.2598 3.4826 4.5036
C: -0.7369 4.2412 3.4146
C: -0.7974 3.7194 2.1514
C: -0.3929 2.3768 1.8656
O: -0.4670 1.9331 0.6739
H: -0.3289 1.7565 -4.2554
H: 0.8852 1.0362 -6.2641
H: 2.4684 -0.8972 -6.1728
H: 2.7779 -2.0835 -4.0339
H: 2.4009 -2.4080 -1.8148
H: 2.6804 -2.3032 0.5540
H: 1.2478 -3.3030 0.3010
H: 1.7535 -1.9540 2.6547
H: 0.1447 -2.4507 2.1037
H: 0.9649 -0.1932 3.7624
H: 0.5213 1.5872 5.0816
H: -0.2162 3.9022 5.5000
H: -1.0661 5.2621 3.5802
H: -1.1666 4.3041 1.3177
C: -2.6496 -0.4862 -0.7250
C: -2.4284 -1.8147 -1.1439
C: -2.1974 -2.6073 0.0030
C: -2.2746 -1.7670 1.1309
C: -2.5354 -0.4463 0.6832
H: -2.8999 0.3492 -1.3635
H: -2.4084 -2.1602 -2.1704
H: -1.9810 -3.6694 0.0119
H: -2.1627 -2.0700 2.1657
H: -2.7724 0.3992 1.3149

Its LUMO energy (spin up / spin down) is 0.1063 / 0.1034 Eh. As for the energy: -57584.42023 eV. As for the spin multiplicity: 5. For the HOMO energy (spin up / spin down), the calculation gives -3.0 / -3.4 eV. Its net charge is -1. The calculation puts the HOMO-LUMO gap (spin up / spin down) at 5.89 / 6.23 eV.